(1)
Below is a cluster of 2 separate species, C28H30ClN4O3 in total, with properties calculated with wB97M-V/def2-TZVPD.

Computed properties:
charge = +1
HOMO energy = -11.186 eV
gap between HOMO and LUMO = 6.24 eV

Last column: Löwdin charge in e.
Cartesian coordinates (Å):
Cl: 7.9749 -1.5440 2.7725  0.71
C: 6.2698 -1.4904 2.5658  -0.68
C: 5.5467 -2.6829 2.4117  -0.08
C: 4.1714 -2.6242 2.1664  -0.03
C: 3.5366 -1.3793 2.0501  -0.32
N: 2.2347 -1.2933 1.5210  0.08
C: 4.2342 -0.1997 2.3390  -0.03
C: 5.6144 -0.2491 2.5679  -0.08
H: 6.0688 -3.6360 2.4717  0.12
H: 3.5944 -3.5384 2.0332  0.12
H: 1.6563 -0.5619 1.9290  0.12
H: 1.7443 -2.1788 1.4305  0.13
H: 3.6978 0.7503 2.3325  0.12
H: 6.1851 0.6635 2.7287  0.11
C: -4.7673 0.9103 -2.5341  0.00
N: -3.6347 1.1527 -1.6718  -0.04
C: -3.6448 2.1734 -0.7627  -0.36
O: -4.5546 2.9844 -0.6143  0.10
C: -2.3243 2.1089 0.0068  -0.16
C: -2.5256 1.9268 1.5152  -0.09
C: -3.2908 3.0627 2.1585  -0.24
C: -4.4761 2.8017 2.8527  -0.04
C: -5.2373 3.8575 3.3577  -0.07
C: -4.7867 5.1766 3.2151  -0.07
C: -3.5688 5.4312 2.5714  -0.07
C: -2.8145 4.3728 2.0537  -0.04
N: -1.6371 0.9834 -0.6283  0.04
C: -0.3783 0.6454 -0.2652  0.01
C: 0.3205 -0.4350 -0.7862  -0.07
C: 1.6812 -0.7197 -0.5506  -0.03
C: 2.3732 -1.7711 -1.2769  -0.19
C: 3.7853 -1.9150 -1.1683  0.00
C: 4.4508 -2.9826 -1.7421  0.04
C: 3.7417 -3.8818 -2.5685  -0.13
N: 4.4156 -4.9611 -3.1980  -0.31
O: 3.7662 -5.6856 -3.9882  0.08
O: 5.6298 -5.1432 -2.9518  0.08
C: 2.3601 -3.7165 -2.7743  0.03
C: 1.6851 -2.6936 -2.1214  0.01
C: -2.4357 0.3236 -1.6842  -0.46
C: -2.8071 -1.1206 -1.3109  0.01
C: -1.7717 0.4016 -3.0689  0.02
H: -5.5559 1.6236 -2.2846  0.10
H: -4.4889 1.0336 -3.5885  0.10
H: -5.1461 -0.1098 -2.3951  0.10
H: -1.7671 3.0451 -0.1854  0.17
H: -3.0615 0.9769 1.6768  0.13
H: -1.5280 1.8343 1.9724  0.12
H: -4.8067 1.7650 2.9561  0.11
H: -6.1850 3.6475 3.8554  0.11
H: -5.3834 6.0040 3.6049  0.11
H: -3.2043 6.4538 2.4606  0.11
H: -1.8633 4.5550 1.5460  0.11
H: 0.0866 1.3106 0.4777  0.15
H: -0.2150 -1.0864 -1.4814  0.06
H: 2.2941 0.0921 -0.1558  0.13
H: 4.3644 -1.1630 -0.6261  0.13
H: 5.5151 -3.1496 -1.5812  0.13
H: 1.8389 -4.4087 -3.4337  0.13
H: 0.6087 -2.6127 -2.3007  0.11
H: -3.4296 -1.1123 -0.4045  0.11
H: -3.3750 -1.5716 -2.1343  0.10
H: -1.9238 -1.7344 -1.1190  0.07
H: -1.7357 1.4507 -3.3924  0.11
H: -0.7543 0.0036 -3.0616  0.07
H: -2.3677 -0.1702 -3.7901  0.10

---

(2)
Below is a structure of composition C28H30IrN3PS2, with properties calculated with wB97M-V/def2-TZVPD.

Computed properties:
charge = +2
⟨S²⟩ = 0.76
2S+1 = 2
HOMO energy (alpha / beta) = -13.663 / -13.708 eV
gap between HOMO and LUMO (alpha / beta) = 5.68 / 5.78 eV

Last column: Mulliken spin population.
Cartesian coordinates (Å):
Ir: 0.5498 -0.1208 0.1904  0.65
C: -1.3859 -0.4603 2.5456  0.00
N: -0.6026 -1.3459 1.6309  0.09
C: 0.3138 -2.1856 2.4598  -0.01
C: -1.4988 -2.1594 0.8290  -0.02
C: -2.0850 -3.3102 1.3183  0.00
C: -3.0244 -3.9718 0.5426  0.01
C: -3.3806 -3.4631 -0.6982  0.00
C: -2.7914 -2.3120 -1.1884  0.00
C: -1.7977 -1.6666 -0.4439  0.03
N: -1.0463 -0.5399 -0.8113  0.02
C: -1.2963 0.3310 -1.8956  0.03
C: -2.0028 0.0747 -3.0732  0.00
C: -2.1367 1.0734 -4.0210  0.00
C: -1.5810 2.3292 -3.8175  0.00
C: -0.8364 2.5772 -2.6785  0.00
C: -0.6992 1.5692 -1.7390  -0.04
N: 0.0588 1.7615 -0.5019  0.05
C: -0.7505 2.4870 0.5259  0.00
C: 1.3053 2.5626 -0.7852  -0.01
H: -1.8716 -1.0752 3.3048  0.00
H: -0.7097 0.2437 3.0266  0.00
H: -2.1478 0.0636 1.9741  0.00
H: -0.2539 -2.7182 3.2216  0.01
H: 0.8366 -2.8940 1.8203  0.00
H: 1.0228 -1.5298 2.9509  0.01
H: -1.8466 -3.6861 2.3027  0.00
H: -3.4988 -4.8660 0.9226  0.00
H: -4.1240 -3.9688 -1.2984  0.00
H: -3.1044 -1.9496 -2.1470  0.00
H: -2.3756 -0.9047 -3.3046  0.00
H: -2.6686 0.8588 -4.9375  0.00
H: -1.7151 3.1117 -4.5513  0.00
H: -0.3808 3.5458 -2.5350  0.00
H: -0.9101 3.5078 0.1779  0.00
H: -1.7118 1.9936 0.6397  0.00
H: -0.2037 2.5011 1.4657  0.00
H: 1.0296 3.5837 -1.0408  0.00
H: 1.9205 2.5776 0.1048  0.00
H: 1.8413 2.0988 -1.6085  0.00
S: 2.4297 -0.9411 -0.7718  0.18
P: 3.5969 -0.0502 0.6739  0.00
S: 2.0450 0.6476 1.7964  -0.01
C: 4.6829 -1.1598 1.5206  0.00
C: 4.2825 -1.8013 2.6947  0.00
C: 5.1441 -2.6842 3.3227  0.00
C: 6.3972 -2.9328 2.7774  0.00
C: 6.8019 -2.2932 1.6125  0.00
C: 5.9524 -1.4003 0.9832  0.00
C: 4.5645 1.2498 -0.0523  0.01
C: 4.9314 1.2134 -1.3972  0.00
C: 5.7926 2.1805 -1.8972  0.00
C: 6.2792 3.1730 -1.0593  0.00
C: 5.9143 3.2092 0.2827  0.00
C: 5.0601 2.2477 0.7924  0.00
H: 3.3156 -1.5894 3.1291  0.00
H: 4.8461 -3.1704 4.2417  0.00
H: 7.0678 -3.6252 3.2689  0.00
H: 7.7849 -2.4806 1.2029  0.00
H: 6.2807 -0.8908 0.0858  0.00
H: 4.5479 0.4416 -2.0535  -0.01
H: 6.0871 2.1530 -2.9375  0.00
H: 6.9461 3.9288 -1.4528  0.00
H: 6.3036 3.9828 0.9306  0.00
H: 4.7808 2.2771 1.8399  0.00

---

(3)
Below is a structure of composition C28H30MoN7O4S, with properties calculated with wB97M-V/def2-TZVPD.

Computed properties:
charge = +3
HOMO energy = -15.582 eV
gap between HOMO and LUMO = 4.52 eV

Last column: Löwdin charge in e.
Cartesian coordinates (Å):
Mo: 0.3312 -0.4330 -0.1707  1.74
O: -1.5337 4.8118 0.3956  0.11
C: -1.2979 4.6180 -0.9065  -0.24
C: -1.5573 5.6899 -1.7592  0.03
C: -1.3345 5.5738 -3.1112  -0.01
C: -0.8442 4.3819 -3.6674  -0.05
C: -0.5973 3.3157 -2.8471  -0.03
C: -0.8250 3.4056 -1.4539  -0.09
C: -0.5763 2.2573 -0.6302  -0.35
O: -0.2904 1.0776 -1.2141  -0.37
N: -0.6321 2.2444 0.6678  0.11
N: -0.3686 0.9908 1.1415  -0.11
C: -0.5627 0.8256 2.4435  0.02
C: -0.6216 -0.4001 3.1171  -0.13
C: -0.7547 -0.4386 4.5275  0.01
C: -0.9453 -1.6324 5.1597  -0.01
C: -1.0345 -2.8225 4.4019  0.01
C: -0.9280 -2.8151 3.0316  0.03
C: -0.7161 -1.6048 2.3761  -0.28
O: -0.6462 -1.5422 1.0569  -0.22
H: -1.2733 4.0394 0.9190  0.08
H: -1.9255 6.6090 -1.3225  0.14
H: -1.5309 6.4216 -3.7546  0.13
H: -0.6492 4.3161 -4.7286  0.12
H: -0.1915 2.3997 -3.2587  0.11
H: -0.7415 1.7462 2.9913  0.16
H: -0.7066 0.4869 5.0888  0.14
H: -1.0439 -1.6734 6.2358  0.13
H: -1.1979 -3.7620 4.9144  0.13
H: -1.0139 -3.7260 2.4534  0.14
C: 5.8935 -0.5514 3.5908  0.03
N: 4.6331 -0.3441 2.8783  -0.05
C: 3.8050 -1.4029 2.3277  0.00
C: 2.7467 -0.5660 1.6755  -0.44
O: 1.7676 -1.1026 1.0064  -0.24
N: 2.9186 0.7067 1.8259  0.22
C: 4.0971 0.8200 2.5477  -0.35
N: 4.5964 2.0003 2.8431  0.26
H: 5.9517 -1.5900 3.9033  0.11
H: 5.9261 0.0698 4.4857  0.11
H: 6.7458 -0.3291 2.9492  0.11
H: 3.3905 -2.0500 3.1048  0.16
H: 4.3380 -2.0108 1.5943  0.14
H: 4.1171 2.8295 2.5299  0.14
H: 5.4751 2.1073 3.3244  0.14
S: 2.1217 0.3137 -1.5166  0.81
C: 3.3699 -0.7777 -1.1811  -0.67
N: 4.2364 -1.4948 -0.9262  0.16
C: -3.6853 -0.5586 -1.1573  0.03
N: -3.5807 -0.4930 -2.6432  -0.16
C: -4.3449 -1.6075 -3.2871  0.03
C: -2.1445 -0.3864 -3.1260  -0.06
C: -1.2834 -1.5710 -2.7597  -0.20
C: -1.2562 -2.6366 -3.6494  -0.01
C: -0.4962 -3.7800 -3.4139  0.00
C: 0.2569 -3.8812 -2.2583  -0.01
C: 0.2514 -2.8265 -1.3553  -0.10
C: -0.4811 -1.6606 -1.6048  -0.23
H: -4.7338 -0.5136 -0.8736  0.12
H: -3.1517 0.2852 -0.7248  0.10
H: -3.2522 -1.4961 -0.8178  0.11
H: -4.0272 0.3770 -2.9376  0.19
H: -3.9258 -2.5569 -2.9662  0.11
H: -4.2803 -1.5114 -4.3682  0.12
H: -5.3847 -1.5412 -2.9766  0.12
H: -1.7586 0.5431 -2.7252  0.10
H: -2.2022 -0.2984 -4.2091  0.15
H: -1.8260 -2.5707 -4.5696  0.13
H: -0.4980 -4.5858 -4.1362  0.14
H: 0.8400 -4.7679 -2.0500  0.13
H: 0.8430 -2.9509 -0.4504  0.11

---

(4)
Below is the molecule C28H30N4O3, with properties calculated with wB97M-V/def2-TZVPD.

Computed properties:
HOMO energy = -8.520 eV
SMILES = O=C(NC1CCCCC1)[C@@H](c1ccccc1)N(Cc1ccco1)C(=O)Cn1cnc2ccccc21
gap between HOMO and LUMO = 8.86 eV

Last column: Löwdin charge in e.
Cartesian coordinates (Å):
O: -2.2153 -0.7171 2.2559  0.10
C: -1.7373 -0.4705 1.1743  -0.46
N: -2.4268 0.0711 0.1483  0.11
H: -1.9215 0.3540 -0.6775  0.14
C: -3.7343 0.6702 0.3306  -0.31
C: -4.7045 0.1751 -0.7415  -0.15
C: -6.0819 0.7960 -0.5268  -0.20
C: -5.9944 2.3194 -0.5470  -0.21
C: -5.0165 2.8133 0.5155  -0.20
C: -3.6388 2.1962 0.2987  -0.15
H: -2.9402 2.5272 1.0688  0.12
H: -3.2460 2.5119 -0.6729  0.12
H: -5.3834 2.5343 1.5049  0.12
H: -4.9439 3.9019 0.4790  0.11
H: -5.6580 2.6508 -1.5326  0.11
H: -6.9824 2.7485 -0.3708  0.11
H: -6.4752 0.4690 0.4376  0.12
H: -6.7676 0.4511 -1.3036  0.11
H: -4.7716 -0.9138 -0.7002  0.12
H: -4.3268 0.4559 -1.7290  0.12
H: -4.0749 0.3440 1.3181  0.15
C: -0.2973 -0.9057 0.8320  -0.13
N: 0.3276 -0.0247 -0.1659  0.02
C: 0.3888 1.2794 0.1927  -0.43
O: -0.1936 1.7029 1.1715  0.09
C: 1.1499 2.2535 -0.7194  -0.03
N: 2.5535 1.9738 -0.8247  -0.02
C: 3.3075 1.9343 -1.9617  -0.16
N: 4.5661 1.7149 -1.7577  0.13
C: 4.6979 1.6006 -0.3953  -0.25
C: 5.8218 1.3557 0.3854  -0.02
C: 5.6475 1.2882 1.7508  -0.10
C: 4.3933 1.4609 2.3414  -0.09
C: 3.2634 1.7056 1.5881  0.00
C: 3.4328 1.7696 0.2141  -0.17
H: 2.2968 1.8389 2.0485  0.11
H: 4.3066 1.4020 3.4162  0.10
H: 6.4999 1.0984 2.3864  0.10
H: 6.7878 1.2250 -0.0743  0.11
H: 2.8726 2.0792 -2.9333  0.13
H: 0.7125 2.2531 -1.7231  0.14
H: 0.9977 3.2466 -0.2765  0.14
C: 1.1042 -0.6144 -1.2347  -0.05
C: 2.4700 -1.0511 -0.7867  -0.25
C: 3.5945 -1.3455 -1.4979  -0.02
C: 4.5688 -1.7345 -0.5465  -0.05
C: 3.9628 -1.6483 0.6655  -0.11
O: 2.6902 -1.2381 0.5304  0.02
H: 4.3136 -1.8289 1.6612  0.13
H: 5.5781 -2.0271 -0.7462  0.11
H: 3.7211 -1.2813 -2.5585  0.11
H: 0.5546 -1.4857 -1.6107  0.13
H: 1.2060 0.0895 -2.0638  0.12
C: -0.3487 -2.3551 0.4256  -0.19
C: -1.2058 -2.7914 -0.5813  -0.04
C: -1.2499 -4.1283 -0.9340  -0.07
C: -0.4432 -5.0470 -0.2840  -0.08
C: 0.4011 -4.6229 0.7271  -0.07
C: 0.4459 -3.2860 1.0815  -0.02
H: 1.1018 -2.9609 1.8745  0.12
H: 1.0259 -5.3353 1.2447  0.10
H: -0.4798 -6.0902 -0.5599  0.10
H: -1.9203 -4.4539 -1.7157  0.10
H: -1.8518 -2.0857 -1.0838  0.11
H: 0.2685 -0.8188 1.7683  0.16

---

So what do the calculations give for total energy? Going down the list: -54138.900 -67777.954 -60809.871 -41627.119 eV.
So what do the calculations give for max |F|? Going down the list: 0.079 0.043 0.010 0.019 Eh/bohr.